# 1
{
  "formula": "C36H55N3O18",
  "method": "ωB97M-V/def2-TZVPD",
  "symbols": ["O", "C", "O", "N", "C", "N", "C", "C", "N", "H", "H", "H", "H", "H", "H", "H", "O", "C", "O", "C", "C", "C", "H", "H", "H", "H", "H", "H", "O", "C", "O", "C", "C", "C", "H", "H", "H", "H", "H", "H", "O", "C", "O", "C", "C", "C", "H", "H", "H", "H", "H", "H", "O", "C", "O", "C", "C", "C", "H", "H", "H", "H", "H", "H", "O", "C", "O", "C", "C", "C", "H", "H", "H", "H", "H", "H", "O", "C", "O", "C", "C", "C", "H", "H", "H", "H", "H", "H", "O", "C", "O", "C", "C", "C", "H", "H", "H", "H", "H", "H", "O", "C", "O", "C", "C", "C", "H", "H", "H", "H", "H", "H"],
  "xyz": [[-1.148, 4.509, -2.108], [-1.262, 4.379, -3.337], [-1.197, 5.252, -4.168], [-1.488, 2.974, -3.791], [-1.035, 1.989, -3.089], [-1.703, 0.862, -2.615], [-0.725, -0.207, -2.981], [0.596, 0.557, -3.401], [0.315, 1.864, -2.715], [-1.955, 2.826, -4.676], [-1.778, 0.825, -1.597], [-1.144, -0.653, -3.882], [-0.650, -1.032, -2.282], [1.545, 0.099, -3.182], [0.392, 0.823, -4.437], [0.408, 1.671, -1.720], [-2.259, 0.304, 0.746], [-2.238, -0.893, 0.881], [-1.494, -1.705, 0.100], [-1.755, -3.080, 0.442], [-2.299, -3.040, 1.858], [-3.034, -1.704, 1.881], [-2.482, -3.490, -0.267], [-0.836, -3.642, 0.369], [-2.922, -3.895, 2.095], [-1.484, -3.013, 2.568], [-4.065, -1.786, 1.530], [-3.010, -1.240, 2.862], [0.498, -3.387, 1.954], [1.684, -3.518, 1.828], [2.262, -4.701, 1.521], [3.695, -4.560, 1.545], [3.952, -3.074, 1.348], [2.734, -2.446, 2.019], [4.062, -4.921, 2.508], [4.127, -5.169, 0.754], [4.901, -2.745, 1.760], [3.947, -2.836, 0.282], [2.888, -2.287, 3.086], [2.441, -1.517, 1.537], [3.981, 6.352, -0.409], [2.901, 6.640, -0.846], [2.416, 6.135, -1.995], [1.140, 6.745, -2.306], [0.617, 7.264, -0.981], [1.908, 7.621, -0.247], [1.303, 7.552, -3.025], [0.470, 6.014, -2.742], [-0.078, 8.094, -1.091], [0.102, 6.463, -0.450], [2.242, 8.637, -0.467], [1.826, 7.477, 0.828], [1.824, 0.483, -0.429], [2.192, 1.370, 0.296], [2.370, 1.212, 1.622], [2.710, 2.479, 2.221], [3.267, 3.325, 1.086], [2.479, 2.804, -0.110], [1.804, 2.908, 2.654], [3.435, 2.313, 3.014], [3.165, 4.395, 1.253], [4.328, 3.108, 0.948], [1.530, 3.331, -0.239], [3.054, 2.839, -1.031], [0.477, -1.343, -5.921], [-0.141, -2.364, -5.995], [-0.638, -3.004, -4.909], [-1.235, -4.253, -5.303], [-1.565, -4.089, -6.779], [-0.453, -3.155, -7.250], [-0.513, -5.053, -5.124], [-2.118, -4.436, -4.695], [-1.609, -5.034, -7.317], [-2.531, -3.595, -6.890], [0.442, -3.701, -7.551], [-0.778, -2.496, -8.050], [-8.561, 2.159, -1.162], [-7.379, 2.017, -1.265], [-6.804, 0.833, -1.594], [-5.370, 0.950, -1.533], [-5.082, 2.434, -1.681], [-6.306, 3.062, -1.021], [-5.029, 0.557, -0.571], [-4.924, 0.362, -2.332], [-4.134, 2.733, -1.236], [-5.056, 2.702, -2.739], [-6.174, 3.184, 0.054], [-6.580, 4.009, -1.477], [4.364, -0.450, 3.860], [5.545, -0.588, 3.744], [6.132, -1.775, 3.449], [7.565, -1.642, 3.487], [7.832, -0.158, 3.285], [6.608, 0.477, 3.939], [7.919, -2.000, 4.455], [8.003, -2.256, 2.704], [8.781, 0.168, 3.706], [7.841, 0.076, 2.219], [6.751, 0.637, 5.008], [6.316, 1.405, 3.455], [-4.229, -1.624, 5.022], [-4.190, -2.810, 5.155], [-3.433, -3.618, 4.366], [-3.679, -4.995, 4.699], [-4.225, -4.974, 6.119], [-4.969, -3.642, 6.154], [-4.398, -5.402, 3.983], [-2.749, -5.554, 4.620], [-4.846, -5.837, 6.354], [-3.400, -4.951, 6.832], [-5.998, -3.738, 5.803], [-4.949, -3.183, 7.138]],
  "fmax_ev_per_a": 3.180,
  "total_charge": 0,
  "e_tot_ev": -79549.41471
}

---

# 2
{
  "formula": "C4H11N4O",
  "method": "ωB97M-V/def2-TZVPD",
  "symbols": ["C", "C", "C", "C", "N", "N", "N", "N", "O", "H", "H", "H", "H", "H", "H", "H", "H", "H", "H", "H"],
  "xyz": [[0.002, 0.055, 0.329], [1.861, 0.023, 1.802], [-1.351, -1.941, -0.310], [-1.494, 0.192, -1.499], [1.208, 2.724, -0.780], [0.571, -0.508, 1.364], [-0.983, -0.493, -0.319], [0.523, 2.094, 0.007], [1.685, 2.402, -1.829], [2.756, -0.624, 1.610], [2.124, 0.909, 1.220], [1.907, -0.041, 2.893], [-1.020, -2.380, -1.221], [-0.766, -2.299, 0.606], [-2.418, -2.133, -0.410], [-2.640, 0.108, -1.717], [-1.136, 1.149, -1.392], [-0.977, -0.259, -2.408], [0.397, -1.486, 1.538], [-0.252, 2.508, 0.516]],
  "fmax_ev_per_a": 4.086,
  "total_charge": 1,
  "relative_energy_kcal_mol": 153.8,
  "e_tot_ev": -12321.30816
}

---

# 3
{
  "formula": "C4H11NS",
  "method": "ωB97M-V/def2-TZVPD",
  "symbols": ["C", "S", "C", "C", "C", "N", "H", "H", "H", "H", "H", "H", "H", "H", "H", "H", "H"],
  "xyz": [[-2.886, -0.535, -0.740], [-1.490, -1.042, 0.240], [-0.122, -0.429, -0.804], [1.260, -0.445, -0.209], [1.671, 0.909, 0.498], [1.742, 0.747, 1.911], [-3.710, -0.268, -0.039], [-3.042, -1.436, -1.340], [-2.842, 0.307, -1.405], [-0.394, 0.527, -1.272], [-0.229, -1.119, -1.648], [1.997, -0.696, -0.953], [1.350, -1.220, 0.555], [2.473, 1.380, -0.050], [0.740, 1.537, 0.325], [2.551, 1.039, 2.431], [0.929, 0.744, 2.501]],
  "fmax_ev_per_a": 3.941,
  "smiles": "CSCCCN",
  "total_charge": 0,
  "relative_energy_kcal_mol": 26.2,
  "e_tot_ev": -16650.65552
}

---

# 4
{
  "formula": "C5H14Cl3HgO4",
  "method": "ωB97M-V/def2-TZVPD",
  "symbols": ["Hg", "Cl", "C", "C", "O", "O", "H", "H", "H", "H", "H", "H", "C", "C", "O", "O", "H", "H", "H", "H", "H", "H", "C", "Cl", "Cl", "H", "H"],
  "xyz": [[-2.639, 1.094, -3.267], [-0.453, 0.935, -2.059], [-1.268, -0.757, 1.474], [-2.127, -1.110, 2.659], [-2.900, -0.005, 3.115], [-2.068, -0.318, 0.405], [-0.531, -1.527, 1.206], [-0.518, -0.052, 1.879], [-1.496, -1.394, 3.498], [-2.834, -1.914, 2.431], [-3.258, 0.428, 2.333], [-1.530, -0.054, -0.347], [2.635, 1.289, 0.341], [1.661, 2.226, 1.076], [0.904, 2.985, 0.169], [2.028, 0.049, 0.075], [3.510, 1.157, 0.979], [2.986, 1.789, -0.565], [2.063, 2.813, 1.904], [1.030, 1.566, 1.691], [0.169, 2.435, -0.118], [1.488, 0.172, -0.715], [0.553, -2.247, -3.636], [0.042, -3.655, -2.700], [1.922, -2.579, -4.688], [-0.319, -1.855, -4.150], [0.953, -1.472, -2.990]],
  "fmax_ev_per_a": 2.118,
  "total_charge": 1,
  "relative_energy_kcal_mol": 10.7,
  "e_tot_ev": -55332.20291
}

---

# 5
{
  "formula": "CH6NS",
  "method": "ωB97M-V/def2-TZVPD",
  "symbols": ["N", "H", "H", "H", "C", "S", "H", "H", "H"],
  "xyz": [[-2.000, -0.439, 0.671], [-2.053, -1.380, 1.193], [-1.938, 0.333, 1.219], [-1.173, -0.554, 0.165], [1.485, 0.487, -0.589], [0.702, -1.178, -1.009], [0.765, 1.224, -0.082], [2.387, 0.453, 0.010], [1.823, 1.054, -1.578]],
  "fmax_ev_per_a": 5.125,
  "total_charge": -1,
  "relative_energy_kcal_mol": 14.0,
  "e_tot_ev": -13459.90184
}

---

# 6
{
  "formula": "C26H29BrF4N6SSbSe4Y",
  "method": "ωB97M-V/def2-TZVPD",
  "symbols": ["Y", "C", "C", "N", "N", "C", "N", "S", "C", "C", "C", "C", "C", "N", "H", "H", "H", "H", "H", "H", "H", "H", "H", "H", "C", "C", "N", "C", "C", "C", "C", "N", "C", "C", "F", "C", "F", "C", "C", "F", "C", "F", "H", "H", "H", "H", "H", "H", "H", "H", "H", "H", "H", "H", "H", "H", "H", "Se", "Sb", "Se", "Se", "Se", "Br", "C", "C", "C", "C", "C", "C", "H", "H", "H", "H"],
  "xyz": [[-0.027, 1.485, -0.069], [0.444, 4.471, 3.729], [0.088, 3.409, 2.754], [0.433, 3.307, 1.433], [0.961, 4.461, 0.825], [0.462, 4.839, -0.393], [1.028, 5.942, -0.925], [-0.892, 4.060, -1.081], [-0.714, 2.220, 3.070], [-1.267, 2.129, 4.349], [-2.103, 1.042, 4.661], [-2.255, 0.093, 3.644], [-1.635, 0.213, 2.418], [-0.896, 1.302, 2.054], [0.974, 5.204, 3.145], [1.059, 4.098, 4.583], [-0.393, 4.912, 4.175], [1.946, 4.760, 1.080], [1.834, 6.407, -0.476], [0.884, 6.160, -1.899], [-1.032, 2.967, 5.031], [-2.710, 0.908, 5.592], [-2.804, -0.883, 3.771], [-1.670, -0.586, 1.722], [-1.731, -5.393, -2.951], [-0.743, -4.323, -3.486], [0.000, -3.734, -2.386], [1.372, -4.208, -2.184], [1.782, -4.513, -0.693], [-0.563, -2.702, -1.563], [0.056, -1.339, -1.866], [-0.794, -0.098, -1.507], [-2.059, -0.086, -1.824], [-3.093, 0.393, -0.985], [-2.738, 1.305, -0.037], [-4.268, -0.346, -0.719], [-4.938, -0.255, 0.483], [-4.712, -1.175, -1.768], [-3.906, -1.421, -2.904], [-4.371, -2.171, -3.953], [-2.693, -0.688, -2.965], [-1.964, -0.537, -4.116], [-2.318, -5.758, -3.788], [-1.261, -6.268, -2.521], [-2.424, -5.025, -2.163], [-0.095, -4.897, -4.178], [-1.195, -3.525, -4.072], [1.478, -5.147, -2.698], [2.164, -3.582, -2.604], [1.062, -5.117, -0.167], [2.817, -5.035, -0.637], [1.960, -3.558, -0.180], [-1.685, -2.902, -1.691], [-0.325, -2.858, -0.478], [1.045, -1.190, -1.447], [0.224, -1.141, -2.956], [-5.624, -1.780, -1.473], [2.684, 5.559, -4.017], [3.388, 3.951, -2.390], [2.113, 1.702, -2.301], [3.919, 4.929, -0.216], [5.440, 3.123, -3.703], [4.479, -1.665, 4.245], [3.313, -0.741, 3.148], [2.361, -1.458, 2.495], [1.671, -0.831, 1.461], [1.858, 0.465, 1.011], [2.900, 1.098, 1.777], [3.466, 0.611, 2.901], [2.055, -2.470, 2.777], [0.845, -1.388, 1.007], [3.277, 2.067, 1.467], [4.055, 1.200, 3.618]],
  "fmax_ev_per_a": 4.864,
  "total_charge": -2,
  "relative_energy_kcal_mol": 71.7,
  "e_tot_ev": -397086.52101
}